Record 1
A cluster of 2 separate species, C3H10NO in total, computed with the ωB97M-V functional and the def2-TZVPD basis.

Last columns: bonded neighbours and bond lengths (Å).
Cartesian coordinates (Å):
1 C -1.10 0.05 1.80  N2 1.450, H5 1.093, H6 1.098, H7 1.093
2 N -0.44 -1.06 1.14  C1 1.450, C3 1.516, H8 1.016
3 C -0.76 -1.04 -0.34  N2 1.516, O4 1.332, H9 1.123, H10 1.116
4 O -0.47 0.09 -0.99  C3 1.332
5 H -0.96 1.00 1.27  C1 1.093
6 H -0.71 0.16 2.83  C1 1.098
7 H -2.16 -0.16 1.89  C1 1.093
8 H 0.56 -0.90 1.19  N2 1.016
9 H -1.85 -1.32 -0.35  C3 1.123
10 H -0.20 -1.93 -0.72  C3 1.116
11 C 2.32 1.55 -1.44  H12 1.097, H13 1.089, H14 1.091, H15 1.093
12 H 1.62 0.72 -1.30  C11 1.097
13 H 2.79 1.90 -0.51  C11 1.089
14 H 1.72 2.36 -1.86  C11 1.091
15 H 3.10 1.27 -2.15  C11 1.093

net charge = -1
HOMO energy = -0.0909 Eh
LUMO = 4.41 eV
ΔE to the lowest compared entry with this formula, charge and spin = 12.7 kcal per mole

---

Record 2
A cluster of 2 separate species, C3H10NO in total in a non-equilibrium geometry, computed with the ωB97M-V functional and the def2-TZVPD basis.

Last columns: bonded neighbours and bond lengths (Å).
Cartesian coordinates (Å):
1 C -2.27 2.46 -0.75  O2 1.349, H3 1.136, H4 1.135, H5 1.117
2 O -2.47 1.25 -0.19  C1 1.349
3 H -1.16 2.68 -0.86  C1 1.136
4 H -2.65 2.52 -1.82  C1 1.135
5 H -2.78 3.34 -0.29  C1 1.117
6 C 1.90 -2.13 1.17  N7 1.457, H9 1.097, H10 1.097, H11 1.092
7 N 1.36 -1.69 -0.11  C6 1.457, C8 1.480, H12 1.003
8 C 1.41 -0.21 -0.19  N7 1.480, H13 1.089, H14 1.092, H15 1.087
9 H 1.88 -3.22 1.30  C6 1.097
10 H 2.97 -1.89 1.24  C6 1.097
11 H 1.46 -1.74 2.08  C6 1.092
12 H 0.40 -1.97 -0.05  N7 1.003
13 H 0.47 0.25 0.10  C8 1.089
14 H 1.58 0.07 -1.23  C8 1.092
15 H 2.28 0.13 0.38  C8 1.087

net charge = -1
HOMO energy = -0.0669 Eh
LUMO = 3.61 eV
ΔE to the lowest compared entry with this formula, charge and spin = 37.1 kcal per mole

---

Record 3
A cluster of 2 separate species, C3H10NO in total in a non-equilibrium geometry, computed with the ωB97M-V functional and the def2-TZVPD basis.

Last columns: bonded neighbours and bond lengths (Å).
Cartesian coordinates (Å):
1 C 0.63 1.36 -1.22  C2 1.526, H5 1.090, H6 1.093, H7 1.092
2 C -0.66 0.97 -0.51  C1 1.526, N4 1.492, H8 1.097, H9 1.092
3 C -0.10 0.57 1.85  N4 1.358, H10 1.085, H11 1.087
4 N -0.41 0.04 0.63  C2 1.492, C3 1.358, H12 1.021
5 H 0.94 0.74 -2.06  C1 1.090
6 H 1.45 1.35 -0.50  C1 1.093
7 H 0.52 2.41 -1.51  C1 1.092
8 H -1.49 0.56 -1.09  C2 1.097
9 H -1.05 1.86 -0.01  C2 1.092
10 H 0.80 0.25 2.36  C3 1.085
11 H -0.90 0.99 2.46  C3 1.087
12 H 0.11 -0.76 0.28  N4 1.021
13 H -0.03 -3.04 -1.16  O15 0.959
14 H 0.73 -2.94 0.18  O15 0.960
15 O 0.32 -2.42 -0.52  H13 0.959, H14 0.960

spin multiplicity = 2
net charge = 0
HOMO energy (alpha / beta) = -0.2307 / -0.3285 Eh
LUMO (alpha / beta) = 0.61 / 0.61 eV
ΔE to the lowest compared entry with this formula, charge and spin = 5.5 kcal per mole

---

Record 4
A cluster of 2 separate species, C3H10NO in total in a non-equilibrium geometry, computed with the ωB97M-V functional and the def2-TZVPD basis.

Last columns: bonded neighbours and bond lengths (Å).
Cartesian coordinates (Å):
1 C -1.33 1.44 1.33  O2 1.508, H3 1.034, H4 1.144, H5 1.074
2 O 0.06 0.87 1.24  C1 1.508, H6 1.023
3 H -1.92 0.69 1.73  C1 1.034
4 H -1.97 1.60 0.40  C1 1.144
5 H -1.31 2.25 2.04  C1 1.074
6 H 0.38 1.48 1.99  O2 1.023
7 C 1.15 -1.25 -1.08  C8 1.331, N9 1.505, H10 1.197
8 C 0.45 -2.17 -0.42  C7 1.331, H11 1.053, H12 1.103
9 N 0.56 0.11 -1.34  C7 1.505, H13 1.053, H14 1.041, H15 1.081
10 H 2.20 -1.38 -1.64  C7 1.197
11 H -0.47 -2.02 0.09  C8 1.053
12 H 0.89 -3.18 -0.45  C8 1.103
13 H 0.94 0.62 -2.18  N9 1.053
14 H 0.86 0.68 -0.52  N9 1.041
15 H -0.50 0.26 -1.20  N9 1.081

net charge = +1
HOMO energy = -0.5467 Eh
LUMO = -3.53 eV
ΔE to the lowest compared entry with this formula, charge and spin = 58.6 kcal per mole